1.
# C24H29NO4

The molecule C24H29NO4 in a non-equilibrium geometry (the ωB97M-V functional and the def2-TZVPD basis, OMol25).

Geometry as XYZ:
```
58
Properties=species:S:1:pos:R:3:forces:R:3
O 4.993687 -1.461636 -1.087967 -0.4 0.4 0.0
O 6.997892 -1.320528 0.038307 0.1 0.4 0.3
O -1.617453 -1.401418 0.509924 0.0 -0.1 -0.3
O -2.044759 0.191610 2.018589 0.0 -0.1 0.1
N 1.917746 -0.334942 -0.324982 0.2 -0.1 -0.1
C 6.259519 -0.191222 0.280949 -0.5 0.1 -0.2
C 6.585938 0.903978 1.042899 0.1 -0.3 -0.1
C 4.098869 0.722512 -0.339699 0.1 -0.2 -0.2
C -5.745240 0.356066 0.607499 -0.1 0.1 0.1
C -2.113243 -2.399900 1.403201 -0.3 -0.3 0.5
C -2.815847 1.925468 -1.204852 0.1 0.1 0.2
C 6.201369 -2.129326 -0.800358 0.3 -1.2 -0.4
C -0.350633 0.186736 -1.268624 0.1 -0.2 0.2
C 0.792232 -0.826500 -1.087719 -0.2 -0.1 -0.2
C 2.780665 0.587728 -1.047641 0.0 -0.1 0.1
C -4.200595 -0.130800 -1.628847 0.0 0.0 0.0
C -3.905177 0.962392 -0.825735 0.0 0.0 -0.1
C -3.626199 -2.525556 1.356811 0.4 0.2 -0.1
C -1.688925 2.064208 -0.176361 -0.1 -0.1 -0.1
C -0.815022 0.812424 0.051551 0.0 0.3 0.0
C -4.689179 1.192958 0.298901 0.0 0.0 0.0
C 0.417956 1.255612 0.871290 0.1 -0.3 0.1
C -5.262111 -0.966242 -1.327151 -0.1 -0.1 0.0
C 1.471775 0.146008 0.965878 0.0 0.2 0.2
C 5.042958 -0.281036 -0.395045 0.4 0.2 0.4
C -6.041364 -0.722114 -0.210205 -0.1 -0.1 -0.1
C -1.582210 -0.147192 0.957866 0.1 0.2 0.1
C 5.641677 1.925882 1.105025 0.0 0.1 0.1
C 4.436731 1.835512 0.434869 0.1 0.0 0.0
H -3.957398 -2.736828 0.343578 -0.1 0.0 0.0
H 2.339505 0.506293 1.523506 -0.1 -0.1 0.1
H 0.863041 2.131200 0.394056 -0.1 0.1 0.0
H 5.984708 -3.084322 -0.293336 0.0 0.3 -0.1
H -1.038873 2.877800 -0.509569 0.1 0.0 0.1
H -4.475660 2.040024 0.933969 0.0 0.1 0.1
H -0.008987 0.992636 -1.923702 -0.1 0.1 -0.1
H -2.400070 1.644658 -2.173620 0.0 0.0 0.0
H 3.730549 2.649722 0.503922 -0.1 0.1 0.0
H 2.958690 0.151000 -2.033844 -0.1 0.1 0.0
H 0.097400 1.546218 1.872723 0.0 0.1 0.0
H -3.941764 -3.331912 2.013008 0.0 -0.1 0.1
H 1.054810 -0.710340 1.505363 0.0 0.0 0.1
H 6.743905 -2.333254 -1.737668 -0.1 0.1 0.2
H -1.790664 -2.147894 2.419421 0.0 -0.1 -0.2
H 5.860064 2.805136 1.691037 0.0 0.1 0.1
H -6.873246 -1.369838 0.024546 -0.1 -0.1 0.0
H 2.339100 1.588214 -1.184008 0.1 0.0 -0.1
H -4.085240 -1.597610 1.686878 -0.1 0.0 0.0
H -2.109546 2.349380 0.789719 0.1 0.1 0.0
H -1.632367 -3.326404 1.079340 0.0 0.1 0.1
H -6.346373 0.550398 1.483919 0.0 0.0 0.1
H -1.183469 -0.322880 -1.751419 0.0 0.1 -0.1
H -5.485246 -1.805434 -1.970819 0.0 -0.1 0.0
H 7.527812 0.964066 1.561043 0.1 0.0 0.1
H -3.605770 -0.323134 -2.511392 0.1 0.0 -0.1
H -3.267500 2.916388 -1.319725 0.1 0.0 -0.1
H 0.411460 -1.707316 -0.565924 0.0 0.0 -0.1
H 1.150052 -1.146644 -2.069382 0.0 0.0 0.0
```
Forces are in eV/Å.

Values from the calculation:
SMILES = CCOC(=O)C1(CCc2ccccc2)CCN(Cc2cccc3c2OCO3)CC1
Gap between HOMO and LUMO = 8.829 eV
LUMO energy = 0.02922 Ha
Energy = -1287.655593 Eh
Multiplicity = 1

=====

2.
# C10H11BrNO2

The ion C10H11BrNO2 with charge +1 in a non-equilibrium geometry (the ωB97M-V functional and the def2-TZVPD basis, OMol25).

Geometry as XYZ:
```
25
Properties=species:S:1:pos:R:3:forces:R:3
Br 2.342911 3.354423 2.225771 -0.2 -0.1 0.2
O -1.583791 2.200002 -0.958406 -0.2 -1.6 -0.9
O 2.156973 -0.752026 0.347118 -0.2 0.0 -0.4
N -0.991915 1.173787 -0.788353 2.8 2.2 3.7
C -0.311517 -2.423187 -2.584504 -0.5 3.8 1.9
C 0.597973 0.997817 0.746956 -0.2 0.2 -2.4
C -1.274433 -0.238617 -2.775454 -2.2 2.0 0.8
C 0.072441 -0.908964 -0.796641 -0.5 1.7 0.3
C 0.308157 -2.153235 -1.323097 -0.8 -2.1 -0.8
C 0.429466 3.025832 2.305658 0.5 -2.4 -0.9
C 0.792668 -0.435653 0.454321 -1.3 -1.6 0.5
C 0.147786 1.497884 2.020325 1.1 0.7 0.9
C -0.804617 0.020055 -1.438284 0.5 -1.9 -2.9
C -1.109261 -1.478854 -3.318555 1.6 -1.6 1.1
H 2.207897 -1.127156 -0.545918 0.9 0.1 0.3
H 0.026706 3.646806 1.548463 -0.6 0.5 -0.6
H -1.517521 -1.919702 -4.220626 -0.2 0.9 -0.2
H -0.259044 -3.341025 -2.991342 0.4 -3.2 -1.2
H -0.876337 1.190731 2.054188 -1.0 0.1 0.8
H 0.710332 0.847206 2.757722 -0.6 0.7 -0.4
H 0.763490 -3.043953 -0.726267 -0.4 2.0 -1.2
H 0.320885 -1.047205 1.238121 0.3 0.1 0.4
H -1.949486 0.591485 -3.198012 1.2 -1.5 0.3
H 0.047052 3.252581 3.260174 -0.2 0.5 1.1
H 1.339579 1.567578 0.205705 0.0 0.5 -0.3
```
Forces are in eV/Å.

Values from the calculation:
Gap between HOMO and LUMO (spin up / spin down) = 7.372 / 7.373 eV
Total charge = +1
LUMO energy (spin up / spin down) = -0.22126 / -0.22123 Ha
Energy = -3166.479335 Eh
Multiplicity = 1

=====

3.
# C32H33ClCrN7O2S

A structure of composition C32H33ClCrN7O2S (the ωB97M-V functional and the def2-TZVPD basis, OMol25).

Geometry as XYZ:
```
77
Properties=species:S:1:pos:R:3:forces:R:3
Cr 1.564262 1.065949 -0.481369 0.6 0.2 0.1
Cl -4.904631 2.487301 -0.808519 -0.1 0.0 -0.1
S 1.820047 3.490693 -0.531690 -0.3 -0.2 -0.2
O -2.837579 2.484109 1.334266 0.2 0.0 -0.1
O -1.094105 2.975116 -0.033956 -0.3 0.2 0.2
N 4.238464 2.412477 -1.047398 0.3 0.1 0.0
N -0.759836 0.281412 1.633646 0.0 0.0 0.2
N 3.527568 1.243855 -0.959923 -0.2 -0.2 -0.1
N 4.141944 4.695002 -1.056172 -0.1 0.1 0.0
N -0.382531 0.291728 -0.681030 0.1 -0.1 -0.1
N 2.133057 -0.934572 -0.573447 0.4 -0.2 -0.2
N -2.379768 -0.527688 0.262029 -0.2 0.0 0.1
C 1.559349 1.111980 1.517397 -0.4 0.0 0.1
C -3.209652 3.049073 -0.986361 0.2 0.0 0.2
C -1.212937 -1.548370 -2.130586 0.2 0.0 0.1
C 3.481823 -1.079473 -0.852761 -0.1 -0.1 0.1
C 4.224497 0.106324 -1.007699 0.1 0.3 0.0
C -0.007150 1.946371 -3.043437 -0.1 -0.1 0.1
C -4.795049 -3.006813 1.475126 0.0 0.0 0.0
C -1.106625 0.024370 0.367509 -0.2 0.1 -0.2
C -0.883004 0.507098 4.405084 0.1 0.1 -0.1
C -0.727589 -0.241569 -1.964875 -0.2 -0.1 -0.1
C -1.272441 -1.308025 -4.516258 0.0 0.1 0.0
C 1.963694 -3.319424 -0.308278 0.0 0.0 0.0
C 5.719136 0.083138 -1.143104 -0.1 0.0 -0.1
C -0.792091 -0.018666 -4.366841 0.0 -0.1 -0.1
C -4.262174 -1.914234 0.804720 -0.2 0.0 -0.1
C 3.318580 -3.480430 -0.671263 0.0 0.0 0.0
C -4.028493 -3.805534 2.310925 0.1 0.0 0.0
C 2.646730 1.612693 2.233483 0.1 -0.1 0.0
C -0.514895 0.533867 -3.118992 -0.1 0.1 0.1
C 4.064609 -2.368208 -0.930241 0.0 0.0 0.0
C -2.906195 -1.601293 0.987309 0.2 -0.1 0.0
C -1.482202 -2.074677 -3.381833 0.0 0.0 0.0
C 1.463003 1.397174 4.306097 0.1 0.0 -0.1
C -2.298918 2.814930 0.263553 -0.1 -0.1 -0.2
C -2.684363 -3.507099 2.468517 -0.1 0.0 0.0
C 0.420188 0.775390 2.239168 0.2 0.0 0.0
C 1.447432 -2.050694 -0.277710 0.0 0.0 0.0
C 3.510134 3.474552 -0.892726 -0.2 -0.3 0.0
C -5.111412 -1.087804 -0.122846 0.0 0.0 0.1
C 0.357564 0.898407 3.637977 -0.1 -0.1 0.1
C 2.608434 1.762446 3.608620 0.0 0.0 0.0
C -2.125532 -2.420600 1.813159 0.0 0.1 -0.1
H -1.483228 -1.705492 -5.501363 0.0 0.0 0.0
H -5.068816 -0.026593 0.133457 0.0 0.0 0.0
H -2.055607 -4.122122 3.100627 0.0 0.0 0.0
H 0.416399 -1.914932 0.007019 0.0 0.1 0.0
H 3.458257 2.177497 4.138412 0.0 0.0 0.0
H 3.539867 1.914747 1.695995 0.0 0.0 0.0
H -1.578436 0.385534 2.212471 -0.1 0.0 0.0
H 3.753833 -4.470219 -0.735097 0.0 0.0 0.0
H 6.086968 1.102694 -1.108757 0.1 0.0 0.0
H 1.086286 1.969646 -3.006529 0.0 0.1 0.0
H 1.425177 1.510205 5.383958 0.0 0.0 0.0
H -6.150552 -1.411032 -0.072005 0.0 0.0 0.0
H -4.779213 -1.192157 -1.161468 0.0 0.0 0.0
H 5.140077 4.668389 -0.921016 0.0 0.0 0.0
H -3.246434 4.113015 -1.201881 0.0 0.0 0.0
H -1.132993 -0.546771 4.249774 0.0 0.0 0.0
H 5.109097 -2.447661 -1.201202 0.0 0.0 0.0
H -2.966569 -0.141832 -0.459809 0.1 0.0 -0.1
H 1.332266 -4.161038 -0.059717 0.0 0.0 0.0
H -0.304434 2.506399 -3.930846 0.0 0.0 0.0
H -1.746985 1.109174 4.101991 0.0 0.0 0.0
H -0.628166 0.593336 -5.247289 0.0 0.0 0.0
H 6.169452 -0.487579 -0.327850 0.0 0.0 0.0
H -1.071588 -2.220756 1.937425 0.1 0.1 0.0
H -1.354938 -2.190359 -1.273674 0.0 0.0 0.1
H -0.385645 2.460187 -2.158069 0.1 0.1 0.0
H -4.472117 -4.651903 2.819892 0.0 0.0 0.0
H -5.845557 -3.236619 1.331089 0.0 0.0 0.0
H -1.855967 -3.088315 -3.463978 0.0 0.0 0.0
H -2.791643 2.521700 -1.840107 0.0 0.0 0.0
H -0.727619 0.663308 5.471538 0.0 0.0 0.0
H 6.029222 -0.369323 -2.089312 0.0 0.0 0.0
H 3.668283 5.458588 -0.602985 0.0 0.0 0.0
```
Forces are in eV/Å.

Values from the calculation:
Gap between HOMO and LUMO (spin up / spin down) = 5.672 / 7.164 eV
Total charge = -1
LUMO energy (spin up / spin down) = 0.09428 / 0.08369 Ha
Energy = -3675.993146 Eh
Multiplicity = 5

=====

The following relative energy (zero: lowest compared OMol25 entry of this formula, charge and spin) values (in kcal/mol) correspond, in order, to the records above: 45.26, 55.59, 0.00.